{"formula": "C53H102Cl8NO18S6", "method": "ωB97M-V with the def2-TZVPD basis set", "total_charge": 1, "homo_ev": -11.1, "largest_force_ha_per_bohr": 0.0874, "e_tot_ev": -260134.9181, "elements": ["C", "C", "C", "C", "N", "C", "C", "C", "C", "C", "H", "H", "H", "H", "H", "H", "H", "H", "H", "H", "H", "H", "H", "H", "H", "H", "H", "H", "H", "H", "C", "C", "C", "S", "O", "O", "C", "H", "H", "H", "H", "H", "H", "H", "H", "C", "C", "C", "S", "O", "O", "C", "H", "H", "H", "H", "H", "H", "H", "H", "C", "C", "C", "S", "O", "O", "C", "H", "H", "H", "H", "H", "H", "H", "H", "C", "C", "C", "S", "O", "O", "C", "H", "H", "H", "H", "H", "H", "H", "H", "C", "C", "C", "S", "O", "O", "C", "H", "H", "H", "H", "H", "H", "H", "H", "C", "C", "C", "S", "O", "O", "C", "H", "H", "H", "H", "H", "H", "H", "H", "O", "C", "O", "C", "C", "C", "H", "H", "H", "H", "H", "H", "O", "C", "O", "C", "C", "C", "H", "H", "H", "H", "H", "H", "O", "C", "O", "C", "C", "C", "H", "H", "H", "H", "H", "H", "Cl", "C", "C", "Cl", "H", "H", "H", "H", "Cl", "C", "C", "Cl", "H", "H", "H", "H", "Cl", "C", "C", "Cl", "H", "H", "H", "H", "Cl", "C", "C", "Cl", "H", "H", "H", "H"], "positions_angstrom": [[-10.250463, 3.830398, -18.227650], [-10.720684, 5.214057, -18.085006], [-9.926975, 6.250629, -18.912093], [-10.080572, 6.011537, -20.486168], [-9.648079, 7.229849, -21.448007], [-9.436150, 6.701166, -22.904501], [-8.600727, 7.780443, -23.628504], [-7.758785, 8.369908, -22.542582], [-8.244031, 7.836813, -21.154533], [-10.780724, 8.224573, -21.416509], [-10.891903, 3.233885, -17.578928], [-9.242582, 3.574892, -17.900544], [-10.062300, 3.495330, -19.247656], [-10.606228, 5.497654, -17.038789], [-11.712834, 5.210458, -18.536368], [-8.886160, 6.301697, -18.592427], [-10.420381, 7.190175, -18.663269], [-11.038633, 5.651277, -20.860914], [-9.273712, 5.340977, -20.781848], [-10.426552, 6.535716, -23.328560], [-8.831225, 5.798778, -22.993119], [-9.171580, 8.624987, -24.014478], [-8.134481, 7.249096, -24.458191], [-7.881010, 9.448965, -22.636498], [-6.700938, 8.184499, -22.728816], [-8.267240, 8.682890, -20.467706], [-7.577350, 7.106470, -20.696021], [-11.056672, 8.470286, -20.391048], [-11.598337, 7.764750, -21.971627], [-10.464364, 9.137539, -21.920995], [-4.685840, 11.942062, -30.177921], [-4.823690, 12.800881, -31.428487], [-4.856360, 11.906863, -32.694827], [-6.053051, 10.600630, -32.060365], [-5.532768, 9.248159, -32.429269], [-7.371086, 11.111052, -32.405924], [-5.916521, 10.879560, -30.227312], [-4.461640, 12.538998, -29.293891], [-3.826083, 11.283656, -30.302034], [-3.969535, 13.475587, -31.485778], [-5.749961, 13.364384, -31.316316], [-3.838017, 11.526168, -32.773195], [-5.152400, 12.395854, -33.622915], [-5.969081, 9.863451, -29.836334], [-6.840630, 11.370358, -29.921961], [-10.784483, 17.661505, -19.939382], [-11.222156, 17.249974, -21.453002], [-9.928413, 17.070424, -22.207099], [-8.815907, 16.132817, -21.030318], [-7.519788, 16.812040, -20.729087], [-8.784348, 14.673771, -21.311376], [-9.886804, 16.415015, -19.564390], [-11.747002, 17.836671, -19.458785], [-10.217878, 18.591228, -19.887866], [-11.773366, 17.999626, -22.020703], [-11.758342, 16.305671, -21.358759], [-9.415519, 18.027024, -22.306915], [-9.926042, 16.661556, -23.217508], [-9.126521, 16.575728, -18.800026], [-10.494839, 15.510369, -19.562124], [-11.303592, -2.996541, -12.103219], [-12.572181, -2.819366, -12.957667], [-12.304321, -3.398989, -14.346632], [-10.476813, -3.183696, -14.685327], [-10.128358, -1.831968, -15.095082], [-9.935445, -4.323854, -15.454156], [-10.048680, -3.482705, -12.869356], [-11.481464, -3.593253, -11.208564], [-11.064257, -2.075309, -11.572058], [-12.758541, -1.749522, -13.051480], [-13.433951, -3.242343, -12.441379], [-12.914303, -3.127888, -15.208327], [-12.449576, -4.466641, -14.181939], [-9.161687, -2.938302, -12.545387], [-9.821142, -4.548292, -12.898580], [-3.029017, 4.509665, -17.673652], [-3.861758, 3.302323, -18.051570], [-3.221481, 2.788003, -19.443849], [-3.191557, 4.295396, -20.467875], [-4.498654, 4.529126, -21.209358], [-1.942527, 4.285895, -21.239170], [-3.202410, 5.477848, -18.957141], [-1.994611, 4.177185, -17.586670], [-3.257318, 4.961990, -16.708577], [-4.947253, 3.372488, -17.981797], [-3.707996, 2.550613, -17.277365], [-3.561301, 1.924212, -20.015243], [-2.199235, 2.411208, -19.477468], [-4.251837, 5.743046, -18.828801], [-2.483874, 6.153178, -19.421612], [-6.615210, -0.537472, -24.575911], [-7.404513, -1.944249, -24.443536], [-8.548908, -2.225044, -25.452747], [-8.050033, -0.902190, -26.764792], [-9.320554, -0.421965, -27.429050], [-6.984727, -1.409591, -27.659166], [-7.483972, 0.316543, -25.501798], [-5.645703, -0.526241, -25.073941], [-6.465946, -0.134848, -23.574061], [-7.727911, -1.887314, -23.404169], [-6.565378, -2.634701, -24.528514], [-9.477775, -1.785603, -25.089164], [-8.799413, -3.086139, -26.072302], [-8.300801, 0.785670, -24.953349], [-6.934984, 1.145476, -25.948543], [-17.066308, 12.410362, -19.807560], [-17.031350, 11.799956, -18.426222], [-15.598078, 11.614165, -18.047842], [-14.714331, 12.960340, -18.790117], [-13.772361, 12.286913, -19.741102], [-14.194344, 13.762057, -17.750962], [-16.062208, 13.636813, -19.779954], [-18.052706, 12.498939, -20.262818], [-16.766752, 11.671632, -20.550964], [-17.568079, 10.852833, -18.371494], [-17.624409, 12.350056, -17.695623], [-15.083823, 10.685425, -18.294965], [-15.688072, 11.855806, -16.988773], [-15.552413, 13.962320, -20.686732], [-16.626181, 14.406930, -19.253681], [-2.734096, 10.738725, -20.828629], [-2.249460, 11.716467, -20.278120], [-2.966335, 12.937405, -20.156053], [-2.336214, 13.747757, -19.155156], [-0.963662, 13.178301, -18.925477], [-1.036724, 11.739424, -19.406348], [-2.955693, 13.857862, -18.265085], [-2.087362, 14.735074, -19.544245], [-0.620503, 13.258718, -17.894028], [-0.440946, 13.755590, -19.688109], [-1.107581, 10.968772, -18.638766], [-0.228631, 11.321034, -20.006376], [-6.474033, 1.147645, -11.440744], [-7.308325, 1.989550, -11.113079], [-7.048524, 2.748965, -9.989453], [-7.858367, 3.999312, -10.027821], [-8.658147, 3.929829, -11.350746], [-8.484086, 2.542845, -11.840450], [-7.208774, 4.870653, -9.944829], [-8.584252, 4.002578, -9.214690], [-7.985140, 4.546243, -11.946719], [-9.608260, 4.461361, -11.404256], [-8.416060, 2.449242, -12.924294], [-9.255013, 1.809598, -11.603568], [-5.664603, 18.134270, -24.820288], [-4.982456, 17.151515, -24.888630], [-5.460927, 15.906749, -25.208502], [-4.715662, 14.789384, -24.642792], [-3.336276, 15.538245, -24.511552], [-3.530305, 17.035906, -24.503275], [-4.642486, 13.966632, -25.353992], [-5.188501, 14.551169, -23.690017], [-2.913360, 15.353111, -25.498955], [-2.628236, 15.133866, -23.788187], [-3.059739, 17.460734, -25.389946], [-3.190254, 17.550023, -23.604308], [-8.856092, 11.592867, -16.947312], [-7.623226, 12.223888, -15.899526], [-6.201793, 11.922734, -16.457617], [-6.142389, 10.116624, -16.502390], [-7.808027, 11.821037, -14.903706], [-7.738242, 13.280547, -15.657968], [-5.299431, 12.315033, -15.988622], [-6.173594, 12.287545, -17.484363], [-13.222517, 1.955978, -23.636963], [-14.417892, 3.201406, -24.112647], [-15.623071, 3.369462, -23.162139], [-15.318014, 4.822469, -22.280980], [-14.848866, 2.946514, -25.080837], [-13.878422, 4.132529, -24.286086], [-15.943164, 2.568648, -22.495554], [-16.496285, 3.561202, -23.785691], [-18.684026, 8.939698, -13.888810], [-17.214153, 8.022735, -13.721933], [-16.985926, 7.186375, -14.955522], [-15.486495, 6.212964, -14.581077], [-17.357541, 7.389392, -12.846482], [-16.398009, 8.720534, -13.534639], [-16.751507, 7.773538, -15.843441], [-17.792117, 6.477160, -15.143024], [-10.843520, 12.972997, -28.342028], [-11.521362, 12.387623, -26.744084], [-12.766189, 13.231262, -26.492415], [-13.728770, 12.459864, -25.204224], [-10.705532, 12.235966, -26.037312], [-11.976355, 11.400613, -26.827072], [-13.263135, 13.294816, -27.460450], [-12.503222, 14.263823, -26.262708]], "forces_ev_per_a": [[1.45, -1.81, 0.23], [1.05, 1.00, -1.31], [-1.26, 0.42, -1.27], [2.65, 0.82, 0.21], [0.31, -1.13, 0.60], [-0.60, 1.21, -0.07], [-1.65, -0.70, -0.03], [1.17, 0.29, 0.54], [-0.28, 0.71, -0.72], [0.77, 0.07, -0.53], [-0.11, -0.67, -0.75], [0.31, 0.76, 0.89], [-1.33, -0.26, -0.33], [-0.80, 0.25, -0.05], [-0.48, 0.41, 0.88], [0.05, -0.03, -0.31], [0.30, 0.34, -0.07], [-0.03, 0.20, 0.27], [-0.42, -0.61, 0.12], [0.09, -0.14, 0.03], [-0.27, -0.19, 0.99], [-0.48, -0.54, -0.38], [0.43, 0.43, 0.09], [0.16, 0.01, 0.58], [0.04, -0.14, 0.46], [-0.62, -0.21, 0.18], [-0.31, -0.38, -0.36], [0.10, -0.21, -0.11], [-0.10, 0.17, 0.25], [-0.07, -0.03, 0.00], [-0.18, -2.55, -0.49], [-0.16, 0.31, -0.25], [-0.02, -0.31, 2.21], [1.06, -0.71, -1.18], [-1.44, 2.67, 0.91], [0.48, -0.88, -0.19], [0.46, 1.62, -0.96], [-0.80, -0.22, 0.19], [0.43, 0.15, 0.00], [-0.16, 0.21, -0.02], [0.04, 0.30, -0.28], [-0.24, -0.56, -0.30], [-0.45, -0.29, 0.26], [1.03, 0.21, 0.41], [-0.06, 0.06, -0.32], [-0.23, -1.25, -2.05], [1.19, 0.60, 1.04], [1.65, -0.06, 0.19], [1.28, -0.66, 0.64], [-2.41, -0.99, -1.09], [-0.17, 2.29, 0.09], [-0.46, 1.16, -1.19], [0.39, -0.51, 0.80], [0.07, -0.08, -0.25], [-0.42, -0.01, 0.49], [-0.26, 0.12, -0.23], [0.01, 0.15, 0.13], [-0.18, -0.55, 0.31], [-0.56, -0.29, 0.36], [0.16, 0.00, 0.75], [0.76, -0.15, 1.20], [0.42, 1.21, -0.50], [0.49, -0.89, 0.39], [0.93, -1.45, 0.66], [-0.70, -0.70, 0.27], [-1.12, 1.75, 0.91], [-0.87, 0.57, -1.16], [-0.16, -0.76, -0.36], [0.12, 0.43, -0.59], [-0.12, 0.05, 0.04], [0.01, -0.22, -0.40], [0.15, 0.45, 0.23], [0.45, -0.30, -0.60], [-0.02, 0.04, -0.45], [-0.33, 0.00, 0.37], [0.95, 1.07, -1.90], [1.27, -2.14, -0.33], [-0.78, 0.42, 0.09], [-2.19, -0.09, -0.82], [2.97, -0.64, 1.79], [-1.40, 0.48, 1.06], [-0.19, -2.46, -0.23], [0.08, 0.02, -0.07], [-0.43, 0.26, -0.32], [-0.03, 0.63, -0.91], [0.40, -0.32, -0.10], [-1.55, 0.34, 0.09], [0.59, 0.90, 1.19], [0.25, 0.87, -0.80], [-0.05, 0.70, 1.27], [-1.26, -0.09, -1.17], [1.76, -0.26, 0.38], [1.06, 3.43, -0.95], [-3.16, -0.28, -1.99], [3.02, -0.79, 1.60], [-1.24, 1.08, 2.08], [0.60, 0.25, 0.29], [0.10, -0.95, 0.21], [-0.22, 0.17, -0.17], [-0.39, -0.67, -0.21], [-0.50, -0.60, 0.18], [-0.06, -0.14, -0.01], [0.83, -0.42, 0.62], [-0.58, -0.47, -0.44], [0.03, -0.27, -0.41], [0.53, -0.32, -1.65], [-1.59, -1.05, -0.78], [-0.57, 0.76, 1.58], [1.51, -3.46, -2.45], [-1.61, 1.70, 1.31], [0.54, 1.82, 0.88], [-1.16, -0.95, 0.46], [-0.33, 1.35, 0.69], [1.08, -0.28, 0.21], [0.09, -0.29, -0.48], [0.49, 0.69, 0.04], [-0.32, 0.11, 0.04], [1.27, -0.54, 0.26], [-0.56, -0.02, -0.12], [0.63, 0.43, 0.00], [1.02, 2.31, 0.46], [-2.89, -1.33, 0.26], [1.11, -1.35, -0.16], [-0.17, 0.62, -0.02], [0.60, -0.76, -0.45], [0.32, -0.35, -0.33], [-0.23, -0.30, -0.12], [-1.09, 0.19, -0.14], [0.29, 0.38, -0.34], [1.21, -0.25, 0.68], [-0.56, 0.20, 0.26], [0.37, 0.62, -0.09], [-2.57, 1.24, 0.58], [4.03, -0.25, -0.16], [-1.28, 1.09, -0.59], [-1.06, -1.49, 0.49], [1.95, 1.85, -0.09], [-0.99, -1.73, -0.62], [0.08, -0.31, -0.06], [0.45, -0.20, 0.46], [-0.30, 0.06, -0.83], [-0.16, -0.59, 0.44], [0.46, 0.03, 0.10], [-0.64, 0.27, 0.28], [0.01, -0.54, -0.75], [-0.47, -0.11, 1.80], [-1.21, -0.11, -0.52], [1.14, 2.99, 0.45], [0.90, -1.68, -0.92], [-0.35, -0.42, -0.47], [-0.34, 0.14, 0.19], [0.05, -0.34, -0.14], [0.45, -0.37, 0.11], [-0.25, 0.05, 0.14], [0.55, 0.23, 0.30], [-0.53, 0.14, -0.14], [-0.65, 0.18, -0.52], [1.58, 0.82, 1.52], [-1.42, -0.49, -0.47], [0.77, 0.15, -0.09], [0.39, -0.65, -0.16], [-0.16, 0.30, -0.91], [-0.51, -0.10, 0.66], [-0.03, -0.24, -0.09], [-0.26, 0.25, 0.02], [-0.73, -0.76, -0.50], [0.09, -0.14, -1.25], [-0.09, 1.33, 1.48], [0.38, -0.49, -0.05], [-0.15, -0.10, 0.43], [0.78, -0.16, -0.07], [0.03, 0.09, -0.04], [-0.98, 0.73, -0.24], [0.32, -0.33, 0.33], [0.86, -0.41, 0.28], [-0.34, 0.09, -0.33], [0.24, -0.02, -0.12], [0.00, -0.18, -0.09], [-0.18, -0.03, 0.15], [0.10, 0.17, 0.02], [-0.09, -0.56, 0.89], [-0.67, -0.65, -0.92], [1.29, 0.71, -0.05], [-0.03, 0.35, -0.23], [-0.23, 0.95, 0.19], [0.52, -0.31, -0.77], [-0.57, -0.40, 0.37], [-0.20, -0.10, 0.53]]}